[1]
{
  "formula": "C20H36Cl6F3N5O19",
  "method": "ωB97M-V/def2-TZVPD",
  "symbols": ["C", "N", "O", "O", "H", "H", "H", "C", "N", "O", "O", "H", "H", "H", "C", "N", "O", "O", "H", "H", "H", "C", "N", "O", "O", "H", "H", "H", "C", "N", "O", "O", "H", "H", "H", "C", "C", "O", "C", "O", "O", "F", "H", "H", "H", "C", "C", "O", "C", "O", "O", "F", "H", "H", "H", "C", "C", "O", "C", "O", "O", "F", "H", "H", "H", "Cl", "C", "C", "Cl", "H", "H", "H", "H", "Cl", "C", "C", "Cl", "H", "H", "H", "H", "Cl", "C", "C", "Cl", "H", "H", "H", "H"],
  "positions_angstrom": [[2.16391, -4.00158, -10.51631], [3.18660, -4.42437, -9.46753], [4.34920, -4.32655, -9.79893], [2.74692, -4.72726, -8.31064], [1.77768, -4.90696, -10.98450], [2.62738, -3.32651, -11.23574], [1.38554, -3.47539, -9.96371], [-10.08145, -11.63899, -4.13153], [-9.43435, -10.37513, -4.45055], [-8.21703, -10.35399, -4.56434], [-10.17881, -9.45935, -4.76229], [-9.71203, -12.10676, -3.21895], [-9.95737, -12.28282, -5.00227], [-11.13155, -11.35821, -4.05060], [1.43099, -12.40721, -5.11565], [2.47264, -12.30726, -4.02851], [3.13326, -11.28944, -4.10946], [2.55363, -13.19940, -3.21848], [1.69983, -11.57812, -5.77020], [0.46498, -12.11397, -4.70466], [1.41646, -13.36376, -5.63805], [-2.37458, -0.66508, -3.62432], [-1.90815, -0.76306, -5.02502], [-1.01507, -1.52655, -5.25118], [-2.42960, 0.01856, -5.83604], [-1.61829, -1.19691, -3.04700], [-3.34480, -1.15987, -3.58002], [-2.42678, 0.41744, -3.50807], [-4.30911, -1.46640, -13.57076], [-4.04357, -0.03634, -13.71273], [-4.58909, 0.70940, -12.91701], [-3.46581, 0.40843, -14.71054], [-5.37904, -1.56070, -13.75641], [-4.00643, -1.85106, -12.59685], [-3.85676, -2.05997, -14.36522], [3.54055, -6.35083, -0.06372], [3.19426, -5.69747, -1.37290], [3.98904, -4.52586, -1.40941], [4.10747, -4.12284, -0.14492], [4.52268, -3.03496, 0.24341], [3.57923, -5.14652, 0.67865], [1.92609, -5.30472, -1.37292], [4.54361, -6.77014, -0.14224], [2.76403, -7.07316, 0.18795], [3.22628, -6.22044, -2.32872], [-9.91688, -7.82548, -10.52402], [-11.36942, -7.39646, -10.19877], [-11.98654, -7.24148, -11.52421], [-11.09745, -7.36915, -12.44658], [-11.37999, -7.13335, -13.64786], [-9.89232, -7.74422, -11.94289], [-11.43891, -6.28109, -9.47176], [-9.65606, -8.81992, -10.16185], [-9.27884, -7.11535, -9.99797], [-11.88383, -8.13686, -9.58617], [-2.70004, -9.00966, -15.84681], [-1.63712, -8.60879, -14.91450], [-1.34219, -7.23243, -15.20373], [-1.82005, -6.95845, -16.41619], [-1.51197, -5.99469, -17.12564], [-2.72830, -7.93850, -16.78527], [-0.58928, -9.43082, -15.13733], [-3.68805, -9.26657, -15.46481], [-2.43167, -9.90633, -16.40542], [-1.88390, -8.77122, -13.86530], [-6.03185, -16.44080, -8.29586], [-5.70273, -15.32590, -9.62151], [-5.54713, -13.85444, -9.10165], [-5.43808, -12.75479, -10.48550], [-6.53484, -15.45044, -10.31447], [-4.77302, -15.70831, -10.04282], [-4.77353, -13.65794, -8.35934], [-6.50744, -13.66682, -8.62133], [-2.22532, -7.61496, -4.58781], [-2.13699, -7.55916, -6.39176], [-3.18603, -6.68418, -7.07206], [-3.02864, -6.75058, -8.88846], [-2.07511, -8.59758, -6.71729], [-1.14388, -7.13517, -6.54034], [-3.10747, -5.64658, -6.74753], [-4.21783, -6.99462, -6.90740], [-7.32528, -9.29922, 1.16425], [-5.59432, -8.89316, 0.76607], [-4.89614, -7.88061, 1.80386], [-5.03242, -8.49355, 3.49409], [-5.51494, -8.39494, -0.20014], [-5.01049, -9.81246, 0.81238], [-5.37796, -6.90741, 1.70987], [-3.86057, -7.67733, 1.53116]],
  "atomic_forces_ev_per_a": [[-0.07, -0.06, 0.78], [-0.96, 0.51, 1.80], [-0.55, -0.52, 0.60], [1.32, 0.53, -3.30], [0.06, 0.13, 0.07], [0.20, -0.35, 0.18], [-0.02, -0.24, -0.11], [-1.22, -0.51, 0.27], [0.91, 0.71, -1.28], [-0.57, 0.04, 0.47], [0.40, -0.03, 0.40], [0.23, 0.24, -0.23], [0.18, -0.02, 0.18], [0.08, -0.42, 0.20], [-0.03, 1.00, -0.33], [-0.77, -0.04, -1.21], [0.38, -0.32, 0.87], [0.26, 0.26, 0.15], [0.00, -0.40, -0.25], [0.05, -0.52, 0.30], [0.11, 0.04, 0.48], [0.16, 0.02, -0.41], [-0.87, 1.57, -0.90], [0.56, -0.69, -0.62], [0.62, -1.23, 0.84], [-0.30, 0.36, 0.23], [0.04, 0.25, 0.13], [-0.21, -0.29, 0.73], [-0.19, -1.27, -0.59], [-0.22, 2.45, -1.41], [0.32, -0.72, 0.43], [-0.10, -1.35, 1.00], [-0.04, 0.02, 0.52], [-0.21, 0.39, -0.04], [0.44, 0.47, 0.07], [0.19, 0.78, -1.58], [0.62, -0.75, -2.03], [0.16, -0.36, -0.36], [0.18, 2.14, 2.39], [-1.22, -3.59, -1.07], [1.06, 1.36, 0.98], [-2.28, 0.75, 0.57], [-0.10, -0.39, 0.27], [0.18, 0.35, 0.63], [1.21, -0.30, 0.20], [-1.27, 0.67, 0.25], [-0.10, -1.78, -0.55], [-1.00, 0.15, 4.06], [0.30, 0.99, -5.66], [1.80, -1.24, 4.28], [0.49, 0.11, -0.61], [0.10, 1.18, -0.23], [-0.24, -0.08, -0.32], [0.36, 0.19, -0.58], [-0.43, -0.18, -0.61], [-1.12, -0.36, -1.85], [-0.08, 0.07, 1.63], [0.40, -1.53, 0.91], [-0.28, 2.06, -3.48], [-1.15, -3.13, 2.58], [0.45, 1.23, -0.12], [1.34, 0.16, -0.23], [-0.04, 0.78, 0.40], [0.44, -0.01, 0.11], [0.03, 0.73, 0.07], [-0.20, -0.18, 0.72], [1.06, 0.67, 0.15], [-1.52, -1.37, -0.08], [0.25, 0.12, -0.06], [0.25, 0.43, -0.05], [-0.16, 0.30, -0.33], [0.21, -0.33, -0.44], [0.10, 0.36, 0.09], [-0.53, 0.15, -0.33], [0.94, 0.12, 0.01], [-0.47, -0.26, -0.02], [0.27, 0.04, 0.77], [-0.50, 0.19, -0.16], [-0.14, 0.06, -0.33], [0.21, -0.09, -0.20], [0.23, -0.21, 0.26], [1.12, 0.46, -0.31], [1.05, 1.04, 1.68], [-1.55, -0.72, -0.87], [0.26, 0.38, -0.72], [-0.34, -0.35, -0.07], [-0.34, -0.03, -0.28], [-0.30, -0.14, 0.44], [0.09, -0.63, 0.12]],
  "smiles": "O=C1OC[C@@H](F)O1.O=C1OC[C@@H](F)O1.O=C1OC[C@@H](F)O1.C[N+](=O)[O-].C[N+](=O)[O-].C[N+](=O)[O-].C[N+](=O)[O-].C[N+](=O)[O-].ClCCCl.ClCCCl.ClCCCl",
  "e_tot_ha": -5547.220853,
  "lumo_energy_ha": -0.0204,
  "mol_weight_g_mol": 920.24
}

---

[2]
{
  "formula": "C20H36MnNOP2",
  "method": "ωB97M-V/def2-TZVPD",
  "symbols": ["P", "P", "C", "C", "H", "H", "H", "H", "C", "H", "H", "H", "C", "H", "H", "H", "C", "H", "H", "H", "C", "H", "H", "H", "Mn", "C", "C", "C", "C", "C", "C", "C", "C", "C", "H", "H", "H", "H", "H", "H", "H", "H", "H", "H", "H", "H", "H", "H", "H", "O", "N", "C", "C", "C", "C", "C", "H", "H", "H", "H", "H"],
  "positions_angstrom": [[0.59353, -1.81241, -1.47687], [1.65419, 1.00702, -2.35205], [0.10935, -1.05774, -3.14147], [1.25768, -0.20136, -3.70956], [-0.82521, -0.47481, -2.94349], [-0.13357, -1.90391, -3.79888], [2.17557, -0.77360, -3.89669], [0.91657, 0.29901, -4.63142], [0.33323, 2.21336, -3.12854], [-0.18974, 2.82896, -2.37894], [-0.42720, 1.65680, -3.71575], [0.86339, 2.89203, -3.83666], [3.03306, 2.17060, -2.71691], [2.85660, 2.92654, -3.50290], [3.92178, 1.57388, -2.94746], [3.17813, 2.69121, -1.75447], [-0.78400, -3.00659, -1.58919], [-0.75026, -3.70803, -0.76172], [-0.70489, -3.57567, -2.52360], [-1.76010, -2.51247, -1.58214], [2.00772, -2.98143, -1.88878], [3.01207, -2.53423, -2.18673], [1.73385, -3.34330, -2.87835], [2.13499, -3.73316, -1.09936], [2.70869, -1.27525, -1.02892], [-2.13314, 2.73595, 0.79594], [-2.65204, 2.74270, -0.42711], [-3.13577, 1.46934, -1.07508], [-3.37904, 0.25467, -0.11494], [-2.36739, -0.76949, 0.11736], [-1.04665, -0.59407, 0.14307], [-0.49063, 0.74934, 0.03379], [-1.06908, 1.69862, 1.12918], [2.45603, -2.51162, 0.82033], [-2.31984, 3.35267, 1.67741], [-2.80056, 3.67585, -0.93084], [-2.44548, 1.25168, -1.88808], [-4.07094, 1.68279, -1.61774], [-3.81522, 0.64876, 0.81154], [-4.26335, -0.26062, -0.53856], [-2.82167, -1.73867, 0.31045], [-0.40725, -1.34406, 0.63922], [-0.63400, 1.12109, -0.98769], [0.60566, 0.75668, 0.15961], [-1.36646, 1.05453, 1.97539], [-0.20149, 2.28235, 1.47396], [2.78066, -1.91108, 1.74268], [2.54697, -3.59698, 0.98447], [1.37500, -2.40113, 0.88021], [1.41120, -0.38839, 2.56873], [0.95655, -0.04031, 3.72144], [-0.39487, -0.02246, 3.89715], [-0.98631, 0.33080, 5.08314], [-0.18262, 0.53678, 6.19978], [1.20019, 0.48110, 6.04960], [1.75342, 0.22115, 4.80768], [-1.01195, -0.44581, 3.10290], [-2.06900, 0.31594, 5.12887], [-0.62674, 0.65293, 7.18439], [1.86274, 0.61218, 6.91345], [2.82759, 0.03134, 4.69916]],
  "atomic_forces_ev_per_a": [[-2.45, -0.15, -2.18], [-1.09, 1.48, -1.11], [0.72, -0.30, 0.31], [0.18, 0.18, -0.26], [0.73, -0.32, -0.19], [-0.07, 0.35, -0.06], [-0.40, -0.24, -0.22], [0.44, -0.20, 0.23], [-0.22, 0.31, 0.07], [0.19, -0.13, -0.22], [0.33, 0.29, 0.51], [-0.48, -0.48, 0.48], [0.53, -0.28, -0.15], [0.03, -0.54, 0.31], [0.06, 0.37, 0.15], [0.17, -0.15, -0.38], [-0.06, -0.96, 0.15], [-0.08, -0.17, 0.20], [0.10, 0.03, 0.20], [0.47, 0.09, 0.02], [-0.51, -2.02, -2.51], [-0.41, -1.07, -0.23], [-0.10, -0.71, -0.02], [-0.16, 0.06, -0.69], [2.97, 3.02, 3.79], [1.38, -1.31, 0.72], [-0.84, 0.27, 0.40], [0.95, -0.18, -0.54], [-2.05, 1.20, -1.58], [0.55, -0.87, 0.18], [-0.79, -0.84, 2.08], [0.81, 1.64, 0.11], [-0.26, -0.87, 0.53], [0.46, 1.42, 1.15], [0.47, 1.16, -0.94], [-1.29, 0.50, -0.04], [0.06, -0.69, -0.28], [0.17, 0.16, 0.49], [0.43, 0.03, 0.18], [0.33, 0.08, -0.03], [0.36, -0.12, 0.23], [-0.57, 0.28, -0.43], [-0.08, 0.24, 0.43], [-0.57, -0.30, 0.08], [0.18, 0.49, -0.26], [-0.39, 0.09, 0.12], [-0.21, -1.24, -1.19], [0.71, 0.19, -0.17], [-0.57, 0.13, 0.22], [0.07, 0.55, 0.89], [-0.24, -0.39, -0.14], [-0.45, -0.34, -0.10], [0.46, -0.36, 0.43], [-0.07, 0.18, 0.29], [-0.23, 0.05, 0.04], [0.31, -0.50, -0.07], [0.68, 0.38, -0.04], [0.12, 0.01, 0.13], [0.09, 0.22, -0.18], [-0.28, -0.09, -0.48], [-0.60, 0.34, -0.40]],
  "e_tot_ha": -2746.937632,
  "de_lowest_kcal_mol": 102.8,
  "lumo_energy_ha": [0.0193, 0.0112],
  "spin_multiplicity": 7,
  "mol_weight_g_mol": 423.40
}

---

[3]
{
  "formula": "C20H36N2O7S2",
  "method": "ωB97M-V/def2-TZVPD",
  "symbols": ["C", "C", "N", "C", "C", "C", "S", "S", "C", "C", "C", "O", "C", "O", "O", "C", "C", "C", "N", "H", "H", "H", "H", "H", "H", "H", "H", "H", "H", "H", "H", "H", "H", "H", "H", "H", "H", "H", "H", "H", "H", "H", "H", "O", "C", "O", "C", "C", "C", "H", "H", "H", "H", "H", "H", "O", "C", "O", "C", "C", "C", "H", "H", "H", "H", "H", "H"],
  "positions_angstrom": [[4.77228, -0.57774, -1.64500], [3.76560, -0.46008, -0.49069], [2.80197, 0.65020, -0.66488], [3.44663, 1.96343, -0.49754], [2.46023, 3.08869, -0.16921], [1.93570, 0.52837, -1.71742], [1.68396, 1.63127, -2.89311], [1.02955, -1.01928, -1.77381], [0.47226, -1.14259, -0.04649], [-1.00426, -0.80904, 0.16895], [-1.93947, -1.53443, -0.77856], [-3.27962, -1.00684, -0.74041], [-3.90199, -1.03595, 0.44693], [-3.62413, -1.77086, 1.35195], [-4.92065, -0.17809, 0.50889], [-4.96863, 0.93274, -0.42003], [-6.13452, 1.83017, -0.00561], [-7.16181, 2.12151, -1.12311], [-8.53697, 1.69537, -0.86443], [4.76024, -1.58623, -2.05847], [5.78649, -0.36744, -1.30844], [4.52981, 0.10996, -2.45646], [3.20449, -1.38300, -0.37856], [4.28083, -0.26879, 0.44922], [4.13638, 1.84967, 0.33577], [4.05222, 2.20901, -1.37373], [1.45552, 2.69577, -0.01173], [2.40696, 3.82612, -0.96637], [2.77208, 3.60059, 0.74181], [0.69249, -2.15050, 0.31131], [1.08397, -0.46374, 0.54270], [-1.25106, -1.09426, 1.19272], [-1.15875, 0.27086, 0.09274], [-1.63051, -1.40193, -1.81163], [-1.96816, -2.60447, -0.56110], [-5.09733, 0.54467, -1.42974], [-4.01356, 1.45358, -0.36493], [-6.64264, 1.32715, 0.81852], [-5.73873, 2.76620, 0.39051], [-7.19013, 3.19415, -1.32110], [-6.84661, 1.63830, -2.05025], [-8.82950, 1.98982, 0.06065], [-8.59740, 0.68340, -0.87368], [6.27235, 3.18823, 0.80807], [6.93169, 3.26536, -0.18659], [6.72694, 2.44803, -1.24900], [7.71117, 2.69018, -2.26963], [8.21769, 4.10467, -2.00663], [8.08165, 4.20597, -0.48976], [8.50098, 1.94298, -2.16544], [7.22955, 2.56474, -3.23603], [9.22684, 4.26593, -2.37866], [7.55754, 4.82800, -2.48660], [8.96450, 3.83326, 0.03353], [7.85429, 5.20306, -0.12311], [-3.61236, -7.90459, 3.48962], [-3.80537, -6.72561, 3.44557], [-2.86169, -5.82450, 3.81349], [-3.39195, -4.48753, 3.75118], [-4.56098, -4.56729, 2.77983], [-5.06034, -5.99018, 3.00882], [-3.70763, -4.20008, 4.75682], [-2.60059, -3.81929, 3.42272], [-5.30434, -3.79339, 2.95402], [-4.19536, -4.45304, 1.75963], [-5.78558, -6.05235, 3.82291], [-5.48229, -6.46825, 2.12899]],
  "atomic_forces_ev_per_a": [[0.01, -0.14, 0.03], [-0.14, -0.02, 0.27], [0.34, 0.25, -0.69], [-0.07, 0.11, 0.31], [0.09, 0.04, 0.02], [-0.08, -0.27, 0.26], [-0.02, 0.04, -0.12], [0.01, 0.31, -0.07], [-0.04, -0.27, 0.18], [0.05, 0.05, 0.13], [-0.01, -0.33, -0.02], [0.13, 0.48, 0.13], [-0.09, -0.09, -0.31], [0.03, -0.15, 0.23], [0.05, -0.01, 0.08], [-0.06, -0.06, 0.03], [0.06, -0.09, -0.08], [-0.10, 0.05, 0.09], [0.08, -0.13, 0.04], [0.00, 0.01, -0.02], [-0.02, 0.09, -0.04], [0.00, 0.02, 0.03], [0.01, -0.01, 0.02], [-0.03, -0.03, 0.02], [0.04, -0.04, -0.03], [-0.07, -0.04, -0.05], [0.01, 0.02, 0.02], [-0.06, -0.03, -0.04], [-0.02, -0.02, 0.00], [-0.05, -0.04, -0.11], [0.05, 0.00, -0.01], [-0.02, 0.07, 0.02], [0.01, -0.01, -0.20], [-0.05, 0.06, -0.02], [-0.02, 0.01, 0.07], [0.02, -0.01, -0.01], [0.02, -0.01, -0.09], [-0.02, 0.04, 0.01], [-0.03, -0.01, 0.05], [0.04, -0.02, -0.05], [0.00, 0.07, -0.02], [-0.04, 0.06, -0.06], [-0.01, 0.02, 0.02], [0.01, 0.03, -0.02], [0.03, -0.04, 0.05], [0.00, -0.03, 0.00], [0.04, 0.01, -0.03], [-0.04, 0.03, 0.04], [-0.08, 0.03, -0.15], [0.01, 0.01, 0.00], [-0.03, 0.00, 0.02], [0.01, -0.03, 0.02], [0.01, 0.00, -0.02], [0.00, 0.01, 0.02], [0.03, -0.02, 0.07], [0.00, 0.02, -0.02], [-0.03, -0.04, 0.04], [0.02, 0.00, 0.01], [-0.02, 0.06, 0.00], [-0.08, -0.04, -0.06], [0.15, 0.09, -0.06], [-0.01, 0.01, 0.00], [0.02, -0.03, -0.01], [0.01, 0.01, 0.02], [-0.01, 0.03, 0.00], [-0.01, -0.02, 0.00], [-0.05, -0.05, 0.05]],
  "smiles": "CCN(CC)C(=S)SCCCOC(=O)OCCCN.O=C1CCCO1.O=C1CCCO1",
  "e_tot_ha": -2216.253416,
  "de_lowest_kcal_mol": 0.0,
  "lumo_energy_ha": 0.0106,
  "mol_weight_g_mol": 480.65
}

---

Q: Which formula does entry 2 have?
A: C20H36MnNOP2

---

Q: Number 1 is which compound?
A: C20H36Cl6F3N5O19